Entry 1:
{
  "formula": "C38H51Cl3CoN2O3PSi",
  "method": "ωB97M-V/def2-TZVPD",
  "elements": ["C", "C", "H", "H", "H", "C", "C", "H", "H", "H", "H", "Co", "Cl", "Cl", "H", "H", "C", "C", "N", "H", "C", "O", "H", "H", "H", "H", "H", "H", "C", "C", "N", "H", "C", "O", "H", "H", "H", "H", "O", "C", "C", "C", "H", "C", "H", "C", "H", "C", "C", "H", "H", "H", "Si", "Cl", "C", "C", "C", "H", "H", "H", "H", "H", "H", "H", "H", "H", "C", "C", "C", "C", "C", "C", "P", "C", "C", "C", "C", "C", "C", "C", "C", "C", "C", "C", "C", "H", "H", "H", "H", "H", "H", "H", "H", "H", "H", "H", "H", "H", "H", "H"],
  "coordinates": [[2.250342, -5.099473, -1.517074], [2.249159, -3.685091, -1.981925], [2.760584, -5.720762, -2.265066], [1.214993, -5.447718, -1.445908], [2.724403, -5.220082, -0.533851], [2.173001, -3.408502, -3.317207], [1.924887, -4.450791, -4.355806], [2.352608, -2.390746, -3.671218], [1.056042, -5.093532, -4.155167], [2.821006, -5.075226, -4.502806], [1.704713, -3.944973, -5.305503], [4.352885, -0.775462, 2.155725], [2.238464, -0.085664, 2.484543], [-1.040423, -1.340220, 1.039921], [-3.407425, 3.319944, 4.356165], [-1.179623, 2.272495, 5.805023], [-3.758532, 2.280241, 4.445002], [-1.793604, 1.358533, 5.751318], [-2.591063, 1.385303, 4.513551], [-4.364749, 1.987785, 3.581270], [-2.258999, 0.622203, 3.427618], [-2.997204, 0.454363, 2.486746], [-1.141455, 0.458651, 5.746867], [-1.220380, 0.198196, 3.533572], [-4.292392, 2.155180, 5.401226], [-2.510332, 1.338953, 6.596542], [-0.690069, -3.411609, -1.551982], [-0.240754, -2.632153, -4.271994], [-1.664204, -3.370036, -2.075979], [-1.263117, -2.234793, -4.251054], [-1.767667, -2.166099, -2.888171], [-2.471870, -3.368164, -1.333988], [-2.522661, -1.101105, -2.482816], [-3.074123, -0.979861, -1.385571], [-1.270731, -1.220861, -4.639326], [-2.594450, -0.303311, -3.240906], [-1.752104, -4.252374, -2.726272], [-1.928433, -2.853837, -4.872484], [0.867553, -2.982848, -0.243287], [2.154195, -2.602834, -0.845889], [0.978053, -0.614733, -1.852332], [2.194538, -1.185352, -1.484213], [0.098041, -1.118891, -1.447806], [0.918125, 0.454513, -2.725332], [3.130279, -2.761537, -0.349964], [3.365817, -0.528887, -1.911425], [-0.062638, 0.797414, -3.087404], [2.068413, 1.111223, -3.128764], [3.304938, 0.617087, -2.687698], [4.343402, -0.936672, -1.625978], [2.060517, 1.973562, -3.795412], [4.222366, 1.124894, -2.973400], [-0.038512, -3.035798, 1.606997], [4.939239, -2.721307, 1.513828], [-1.746055, -4.069768, 1.807715], [0.161752, -2.612743, 3.510721], [0.875441, -4.685487, 1.316716], [-2.665981, -3.501806, 2.043355], [-1.742057, -4.851807, 2.584066], [-2.045535, -4.621877, 0.909287], [0.661013, -5.028923, 0.292856], [0.641246, -5.472426, 2.041269], [1.938586, -4.418011, 1.394686], [0.879756, -1.798422, 3.626192], [0.594684, -3.435401, 4.102295], [-0.764681, -2.297053, 4.025253], [-1.090650, 5.089913, 3.882751], [-1.823034, 5.168914, 2.699528], [-1.580863, 4.293146, 1.640057], [-0.583950, 3.313968, 1.782767], [0.112963, 3.192723, 3.002208], [-0.126680, 4.091216, 4.029766], [-0.033163, 2.169850, 0.453284], [-1.320683, 2.472863, -0.835959], [-2.615371, 2.011642, -0.527752], [-3.671783, 2.226221, -1.385437], [-3.442664, 2.838900, -2.612948], [-2.145521, 3.195355, -2.986388], [-1.076699, 2.990468, -2.118494], [1.400819, 3.104589, -0.178391], [1.333745, 4.369156, -0.767024], [2.485944, 4.953307, -1.284864], [3.726048, 4.313309, -1.172875], [3.824644, 3.097225, -0.487376], [2.670578, 2.514531, 0.020505], [-1.263469, 5.794454, 4.696093], [-2.573574, 5.951332, 2.588338], [-2.141970, 4.386376, 0.707302], [0.883015, 2.425240, 3.121293], [0.454301, 4.031080, 4.947468], [-2.792448, 1.489127, 0.413145], [-4.668635, 1.911266, -1.090145], [-4.267627, 3.019766, -3.289869], [-1.953793, 3.633827, -3.963234], [-0.062341, 3.242579, -2.452208], [0.379809, 4.878841, -0.841343], [2.431952, 5.914494, -1.789049], [4.631603, 4.753196, -1.601884], [4.795448, 2.594127, -0.349308], [2.744831, 1.571491, 0.580694]],
  "forces_ev_per_a": [[0.0244, -0.3157, -0.1914], [-0.3009, 1.5258, -1.4421], [-0.0310, -0.0230, 0.2408], [0.1723, -0.1717, 0.0652], [-0.1894, 0.0396, -0.3716], [0.3030, 0.1044, 1.9517], [0.2081, 0.0127, -0.6807], [-0.4404, -0.1617, 0.1779], [0.2999, 0.0476, 0.2051], [-0.3309, -0.0736, -0.1018], [0.1550, -0.2254, 0.0398], [-2.2452, -0.4881, -0.1634], [2.0124, -0.0155, -0.1311], [-0.0936, 1.4780, -0.4491], [-0.2431, -0.2110, -0.0360], [-0.0867, -0.3064, 0.2527], [0.8037, -0.5475, 0.5801], [-0.4088, 0.1592, -0.8402], [0.0209, 0.0483, 0.1604], [0.1178, 0.1235, 0.3193], [0.3761, 0.1008, 0.7684], [0.0697, 0.2520, -0.2722], [-0.4508, 0.6102, 0.1024], [-0.7483, -0.1026, -0.3258], [-0.2048, 0.1988, -0.4440], [0.5726, -0.1372, -0.2419], [-0.4168, 0.0682, -0.1713], [-0.2391, 0.1237, 0.0673], [0.1656, -0.1077, 0.3203], [-0.3284, 0.1114, 0.4371], [-0.4990, 0.3067, -0.1316], [0.2467, 0.0168, -0.1392], [-0.2189, -0.3902, 1.3170], [0.5296, -0.3490, -1.5659], [0.1649, 0.0800, -0.2736], [0.1250, 0.0181, -0.1063], [-0.1028, 0.1731, 0.0628], [0.2474, -0.0150, 0.0241], [2.5928, 2.5463, -0.6008], [-1.2615, -0.7728, -1.3574], [-0.0682, -0.8233, 0.3727], [-0.1570, -0.1943, -0.0364], [0.1054, 0.2889, -0.3046], [-0.7634, 0.5957, -0.1860], [-0.7640, 0.1063, 1.0186], [-0.0040, -0.7087, 0.6862], [0.4740, -0.1324, 0.2662], [0.8680, -0.2875, -0.0527], [-0.3481, 0.2524, -0.2457], [-0.2665, 0.0594, -0.1304], [-0.1939, -0.1522, 0.1670], [-0.0843, -0.0604, 0.0005], [-1.5437, -3.3417, 0.3849], [0.4961, 0.5764, 0.3143], [-0.7911, 0.2069, 0.0169], [0.8504, 0.1624, -0.0935], [0.6108, -0.3236, 0.8926], [0.4490, 0.2925, -0.0561], [0.5626, 0.1128, 0.0051], [0.2975, 0.0050, -0.3114], [-0.0344, 0.0759, 1.0285], [0.0160, 0.0287, 0.1954], [0.1005, -0.5137, -0.1311], [-0.1123, 0.0714, 0.1661], [-0.1913, -0.0831, -0.3324], [0.1453, -0.1744, -0.6144], [0.0338, -0.1864, -0.0668], [-0.0492, 0.1760, -0.0139], [0.4275, -0.0988, 0.4301], [-0.0521, 0.2159, 0.0742], [-0.1304, 0.2405, -0.4147], [-0.0714, 0.2033, 0.0745], [-0.4340, -0.4836, -0.2159], [0.0354, -0.3411, -0.2025], [0.6068, 0.1731, 0.5253], [-0.1215, 0.1514, -0.3365], [0.1778, 0.0643, -0.0611], [-0.0965, -0.1424, -0.0156], [-0.1089, 0.1542, 0.2699], [0.9199, 0.1324, 0.4103], [0.4175, -0.2123, -0.0870], [0.3503, -0.0511, -0.0247], [0.1065, -0.2377, 0.1468], [0.0317, 0.3313, -0.0097], [-0.4581, -0.1838, -0.0327], [-0.0255, -0.1253, -0.2177], [0.1011, -0.1721, 0.0219], [0.1978, -0.0703, 0.3120], [-0.2748, 0.1426, -0.1154], [-0.1038, -0.0205, -0.0936], [0.0804, 0.1039, -0.1249], [0.1469, -0.0423, -0.1401], [-0.0182, 0.0101, -0.0477], [-0.0902, -0.0844, 0.0925], [-0.5173, -0.0826, 0.2620], [0.0553, -0.0074, -0.0382], [-0.0300, -0.0794, 0.0817], [-0.3885, -0.0200, 0.1198], [-0.5116, 0.3480, -0.1487], [-0.2275, 0.4246, -0.4886]],
  "total_energy_ev": -141717.6838,
  "s2": 3.76,
  "charge": -1,
  "homo_energy_ev": [-4.461, -4.459],
  "multiplicity": 4,
  "homo_lumo_gap_ev": [5.3449, 4.0701],
  "relative_energy_kj_mol": 130.4
}

***

Entry 2:
{
  "formula": "C9H14O",
  "method": "ωB97M-V/def2-TZVPD",
  "elements": ["C", "C", "C", "C", "C", "C", "C", "O", "H", "H", "H", "H", "H", "H", "H", "H", "C", "C", "H", "H", "H", "H", "H", "H"],
  "coordinates": [[2.461226, 0.107412, -2.060151], [-0.033220, -0.653453, 1.360748], [-0.069745, -1.515042, 0.273372], [0.808164, 0.445273, 1.351118], [0.739542, -1.265407, -0.824944], [1.605786, 0.676444, 0.245671], [1.588231, -0.166407, -0.860301], [-0.825747, -0.838347, 2.461757], [-0.730547, -2.381368, 0.268684], [-1.395851, -1.611579, 2.323433], [0.813503, 1.115406, 2.203918], [0.699723, -1.944033, -1.669277], [2.251326, 1.547086, 0.234444], [2.484403, 1.175224, -2.272354], [2.057454, -0.397801, -2.934549], [3.491821, -0.222039, -1.918907], [-1.987781, 1.846647, -0.549984], [-3.050482, 0.818822, -0.928211], [-2.300976, 2.857274, -0.821243], [-1.790543, 1.832380, 0.528662], [-1.029261, 1.649916, -1.045716], [-2.683475, -0.188204, -0.721655], [-3.266008, 0.872660, -1.991363], [-3.967313, 1.008742, -0.366523]],
  "forces_ev_per_a": [[-0.1980, 0.0540, 0.0847], [-0.2848, -0.2424, 0.0683], [-0.0317, -0.0770, -0.0394], [0.0547, 0.1093, 0.0801], [0.0006, 0.0034, -0.0051], [0.0654, 0.0992, 0.0004], [0.1383, -0.0650, -0.1233], [-0.2160, -0.2706, -0.0329], [0.0756, 0.1537, 0.0767], [0.2671, 0.3271, 0.0440], [0.0083, -0.0664, -0.0718], [0.0139, 0.0293, -0.0180], [0.0120, 0.0066, 0.0151], [0.0427, 0.0545, -0.0493], [0.0630, -0.0348, -0.1052], [-0.0212, -0.0541, 0.0669], [0.2307, 0.0277, 0.1368], [0.3491, 0.1764, 0.1281], [0.0086, -0.0274, 0.0333], [-0.0575, 0.0214, -0.1825], [-0.1931, -0.0158, 0.0389], [-0.1641, -0.0121, 0.0851], [-0.1526, -0.0144, -0.1317], [-0.0110, -0.1827, -0.0992]],
  "smiles": "Cc1ccc(O)cc1.CC",
  "total_energy_ev": -11607.6367,
  "homo_energy_ev": -8.426,
  "homo_lumo_gap_ev": 9.2940,
  "relative_energy_kj_mol": 0.0
}

***

Max |F| for the records above, in order: 3.701; 0.425 eV Å⁻¹